Record 1
213
Properties=species:S:1:pos:R:3:mulliken_charge:R:1 method="wB97M-V/def2-TZVPD" multiplicity=1 charge=0 smiles=CC1(C)CCCC(C)(C)N1O.CC1(C)CCCC(C)(C)N1O.CC1(C)CCCC(C)(C)N1O.COC[C@H](C)N.COC[C@H](C)N.COC[C@H](C)N.CC(C)O.CC(C)O.CC(C)O.CC(C)O.CC(C)O.CC(C)O homo_lumo_gap_ev=8.82 homo_ev=-8.25
C -1.390 -5.899 -0.365 -1.478
C -0.045 -5.147 -0.410 1.124
C 0.734 -5.356 -1.708 -1.288
O -0.437 -3.725 -0.293 0.763
H -1.926 -5.928 -1.337 0.303
H -2.066 -5.473 0.399 0.032
H -1.236 -6.917 -0.067 0.457
H 0.582 -5.470 0.446 -0.015
H 0.046 -5.078 -2.546 0.188
H 0.986 -6.432 -1.753 0.456
H 1.686 -4.822 -1.710 0.223
H 0.303 -3.224 0.101 -0.634
C -0.820 -2.283 -3.407 -0.535
C -1.578 -1.026 -3.895 2.939
C -0.566 -0.340 -4.831 -1.580
O -2.738 -1.404 -4.639 -0.691
H 0.146 -2.063 -2.956 -0.129
H -0.582 -3.031 -4.183 0.589
H -1.376 -2.799 -2.645 -0.609
H -1.846 -0.406 -3.080 -1.134
H 0.440 -0.215 -4.457 0.033
H -0.969 0.673 -5.066 0.294
H -0.436 -0.877 -5.733 0.484
H -3.421 -0.844 -4.224 0.439
C -2.903 -2.630 5.689 -1.416
C -2.898 -1.162 5.360 0.997
C -2.629 -0.395 6.612 -1.523
O -1.984 -0.675 4.310 -0.406
H -3.347 -3.269 4.993 0.200
H -3.526 -2.801 6.655 0.401
H -1.886 -2.929 5.920 0.332
H -3.933 -0.958 5.009 0.097
H -3.328 -0.737 7.365 0.545
H -2.852 0.702 6.349 0.269
H -1.595 -0.493 7.038 0.217
H -1.744 -1.439 3.727 -0.150
C -1.777 -4.913 3.279 -1.162
C -0.661 -3.926 3.480 1.344
C 0.756 -4.499 3.324 -0.939
O -0.931 -2.753 2.741 2.292
H -1.660 -5.250 2.243 0.007
H -2.814 -4.589 3.426 -0.003
H -1.549 -5.858 3.870 0.439
H -0.584 -3.632 4.520 -0.028
H 1.009 -4.870 2.296 -0.099
H 0.676 -5.436 3.920 0.499
H 1.553 -3.807 3.659 0.101
H -1.010 -2.970 1.808 -1.333
C 0.592 -0.033 -0.773 0.876
C 0.424 0.454 0.662 1.825
C -1.037 0.807 0.995 -0.645
O 0.943 -0.545 1.576 1.546
H 1.538 -0.524 -0.925 -0.660
H 0.424 0.811 -1.441 0.337
H -0.200 -0.757 -0.992 -1.057
H 1.001 1.331 0.894 -0.938
H -1.009 1.358 1.948 0.251
H -1.692 -0.047 1.222 -1.197
H -1.401 1.485 0.227 0.253
H 0.853 -0.162 2.481 -1.543
C 3.758 -2.911 1.336 -0.788
C 4.378 -1.668 1.850 1.415
C 5.811 -1.464 1.570 -1.567
O 3.704 -0.528 1.275 2.217
H 3.850 -3.010 0.287 -0.104
H 2.700 -2.827 1.622 -0.135
H 4.096 -3.850 1.837 0.392
H 4.181 -1.628 2.919 -0.071
H 6.476 -2.334 1.714 0.350
H 6.205 -0.621 2.102 0.378
H 5.964 -1.193 0.524 0.087
H 2.729 -0.567 1.318 -0.843
C -0.586 3.864 -2.025 -2.070
C -2.136 3.895 -2.145 1.342
C -2.688 2.524 -2.548 0.762
C -4.193 2.518 -2.253 -0.796
C -4.454 2.708 -0.792 -0.850
C -3.922 4.050 -0.267 1.866
N -2.488 4.177 -0.731 1.337
O -2.066 5.490 -0.520 -0.740
C -4.855 5.156 -0.743 -1.900
C -3.825 3.920 1.251 -1.552
C -2.478 4.922 -3.202 -1.924
H -0.249 3.158 -1.249 -0.082
H -0.169 4.848 -1.809 0.124
H -0.172 3.582 -2.952 0.845
H -2.508 2.436 -3.633 0.456
H -2.120 1.789 -1.967 -1.160
H -4.573 1.518 -2.516 -0.074
H -4.644 3.321 -2.821 0.684
H -4.043 1.863 -0.281 -0.022
H -5.546 2.651 -0.717 0.525
H -4.744 6.047 -0.159 0.387
H -4.722 5.291 -1.815 0.347
H -5.851 4.838 -0.553 0.448
H -3.007 3.259 1.502 -0.011
H -3.881 4.886 1.782 0.306
H -4.695 3.326 1.551 0.419
H -2.329 5.992 -2.990 0.262
H -3.513 4.844 -3.387 0.459
H -1.962 4.813 -4.163 0.462
H -1.423 5.468 0.250 0.229
C -3.658 -2.460 1.039 -1.714
C -4.454 -2.449 -0.314 2.770
C -4.159 -3.711 -1.018 -0.396
C -5.113 -4.050 -2.159 -1.122
C -6.568 -3.974 -1.797 -1.545
C -6.860 -2.667 -1.072 1.714
N -5.886 -2.488 0.001 0.141
O -6.255 -1.281 0.705 -0.515
C -6.988 -1.496 -2.126 -1.413
C -8.208 -2.813 -0.405 -2.078
C -3.978 -1.144 -1.052 -0.791
H -4.033 -3.222 1.806 0.546
H -3.562 -1.517 1.570 0.306
H -2.657 -2.767 0.755 -0.383
H -3.184 -3.530 -1.489 -0.639
H -4.180 -4.493 -0.258 0.407
H -4.798 -5.051 -2.445 0.565
H -4.956 -3.392 -2.994 0.189
H -6.890 -4.837 -1.229 0.345
H -7.214 -3.946 -2.639 0.593
H -7.410 -1.873 -3.082 0.336
H -7.704 -0.815 -1.676 0.346
H -6.043 -0.988 -2.275 0.231
H -8.714 -1.933 -0.047 0.406
H -8.922 -3.386 -1.014 0.401
H -8.115 -3.506 0.441 0.484
H -2.940 -1.061 -0.809 -0.045
H -4.599 -0.314 -0.605 0.532
H -4.098 -1.141 -2.097 -0.466
H -6.816 -1.584 1.460 0.370
C 4.261 0.472 -4.023 -1.620
C 5.038 -0.729 -3.601 2.203
C 4.466 -1.455 -2.366 0.201
C 3.057 -1.982 -2.875 2.092
C 3.350 -3.119 -3.834 -2.380
C 4.110 -2.663 -5.066 2.215
N 5.275 -1.875 -4.623 -0.017
O 5.871 -1.372 -5.790 -0.521
C 4.617 -3.871 -5.832 -1.958
C 3.130 -1.852 -5.967 -1.516
C 6.484 -0.277 -3.322 -2.100
H 4.710 1.348 -3.523 0.423
H 3.141 0.433 -3.866 0.018
H 4.245 0.634 -5.101 0.409
H 5.045 -2.286 -1.954 0.576
H 4.346 -0.739 -1.531 -1.477
H 2.505 -1.210 -3.329 -0.597
H 2.543 -2.370 -1.965 -0.798
H 2.528 -3.724 -4.136 0.445
H 3.994 -3.806 -3.262 0.498
H 5.508 -3.579 -6.401 0.367
H 4.930 -4.645 -5.156 0.429
H 3.883 -4.292 -6.511 0.363
H 2.249 -2.470 -6.201 0.434
H 2.728 -0.932 -5.482 0.198
H 3.530 -1.561 -6.944 0.382
H 6.371 0.416 -2.468 0.317
H 6.894 0.262 -4.165 0.471
H 7.033 -1.162 -3.093 0.551
H 6.796 -1.670 -5.864 0.368
C 3.001 3.053 1.333 -0.667
C 4.055 3.008 0.256 0.381
C 5.439 2.877 0.889 -0.305
O 5.734 3.956 1.790 -0.421
C 6.237 3.403 2.986 -0.441
N 3.739 1.840 -0.585 0.157
H 2.951 2.102 1.966 -0.402
H 2.027 3.029 0.903 -0.163
H 3.072 3.967 2.004 0.651
H 4.010 3.997 -0.274 0.529
H 6.188 2.901 0.138 0.500
H 5.472 1.935 1.489 -0.163
H 6.427 4.222 3.706 0.310
H 7.225 2.900 2.907 0.312
H 5.579 2.762 3.515 -0.023
H 3.864 0.978 -0.128 -0.922
H 4.151 1.859 -1.511 0.122
C 2.100 6.305 -0.661 -1.125
C 0.846 7.130 -0.284 1.647
C 0.582 7.033 1.232 -1.433
O -0.016 5.754 1.514 -0.076
C -0.695 5.710 2.760 -0.775
N 1.135 8.571 -0.558 -0.827
H 2.888 6.629 0.053 0.449
H 2.326 6.436 -1.746 0.472
H 2.045 5.246 -0.490 -0.253
H -0.056 6.742 -0.786 -0.116
H -0.087 7.819 1.460 0.408
H 1.424 7.102 1.911 0.418
H -1.181 4.771 2.752 0.141
H -1.380 6.519 2.895 0.326
H 0.005 5.739 3.602 0.293
H 1.741 8.703 -1.353 0.265
H 0.300 8.972 -0.865 0.282
C 1.727 1.543 6.174 -1.660
C 1.807 1.155 4.770 0.896
C 2.245 -0.272 4.694 0.433
O 3.493 -0.561 5.407 -0.515
C 4.589 0.220 4.992 -0.468
N 0.504 1.274 4.102 -0.155
H 1.198 0.797 6.680 0.367
H 1.324 2.587 6.424 0.329
H 2.683 1.497 6.671 0.393
H 2.613 1.775 4.318 -0.249
H 2.419 -0.628 3.655 -0.345
H 1.507 -0.961 5.264 -0.120
H 5.475 -0.401 5.122 0.407
H 4.683 1.092 5.622 0.344
H 4.626 0.593 3.955 -0.194
H 0.159 2.251 4.237 0.324
H -0.191 0.684 4.611 -0.253

Record 2
14
Properties=species:S:1:pos:R:3:nbo_charge:R:1 method="wB97M-V/def2-TZVPD" multiplicity=1 charge=0 homo_lumo_gap_ev="8.72 / 8.75" homo_ev="-10.37 / -10.33"
C -1.834 -0.758 0.373 -0.605
C -1.266 0.132 -0.685 -0.483
C 0.022 0.892 -0.205 0.770
O 0.077 1.610 0.775 -0.575
O 0.935 0.497 -1.108 -0.314
O 2.366 1.138 -0.249 0.026
O 2.377 0.648 0.917 0.100
O 2.740 -0.970 0.721 -0.476
H -2.807 -1.106 0.041 0.215
H -1.182 -1.614 0.554 0.214
H -1.957 -0.158 1.268 0.223
H -1.019 -0.427 -1.601 0.222
H -1.971 0.931 -0.946 0.228
H 3.521 -0.814 0.146 0.454